5
Properties=species:S:1:pos:R:3:forces:R:3 method="wB97M-V/def2-TZVPD" relative_energy_kj_mol=266.0 homo_ev="-9.72 / -8.61"
C -1.165 1.425 0.162 2.454 -2.005 1.429
C -0.314 0.732 0.727 -0.724 0.110 -0.955
O 1.298 -2.443 -0.882 0.695 0.513 1.434
P 1.804 -1.882 0.383 -1.509 0.407 -1.329
H -1.622 2.168 -0.391 -0.916 0.974 -0.578

---

42
Properties=species:S:1:pos:R:3:forces:R:3 method="wB97M-V/def2-TZVPD" smiles="O=S(=O)(c1ccccc1Cl)N1CCC[C@H]1c1nc(-c2ccccc2Cl)no1" relative_energy_kj_mol=302.8 homo_ev=-9.19
O 1.063 -1.973 -2.803 -0.135 0.050 0.199
S 0.938 -2.482 -1.470 -0.364 -0.073 0.085
O 1.596 -3.706 -1.137 -0.115 -0.153 0.277
C 1.379 -1.253 -0.232 -0.014 -0.274 -0.463
C 1.201 -1.673 1.075 0.072 0.025 0.248
C 1.463 -0.818 2.130 0.022 -0.091 -0.092
C 1.918 0.467 1.869 0.055 -0.067 -0.065
C 2.105 0.892 0.567 0.044 -0.178 -0.120
C 1.831 0.031 -0.493 0.095 -0.064 0.158
Cl 2.041 0.587 -2.095 0.225 0.569 -0.259
N -0.672 -2.678 -1.079 0.760 -0.025 -0.257
C -1.304 -3.986 -1.054 0.113 -0.712 0.015
C -2.770 -3.637 -0.815 0.192 0.064 -0.064
C -2.957 -2.382 -1.671 0.073 -0.109 0.069
C -1.596 -1.671 -1.573 -0.136 0.524 -0.069
C -1.558 -0.562 -0.582 0.061 0.922 -0.095
N -1.117 0.638 -0.775 -0.203 -0.316 -0.520
C -1.139 1.189 0.479 -0.429 -1.030 -0.015
C -0.656 2.532 0.717 0.113 0.528 0.290
C -0.308 3.311 -0.388 -0.065 -0.061 0.145
C 0.188 4.588 -0.224 0.021 0.044 0.002
C 0.346 5.108 1.052 0.003 -0.038 -0.009
C 0.014 4.349 2.160 -0.001 -0.029 0.024
C -0.485 3.065 1.997 0.040 0.108 -0.387
Cl -0.865 2.136 3.389 0.062 0.207 0.540
N -1.593 0.353 1.377 0.017 0.727 0.701
O -1.872 -0.789 0.697 -0.156 -0.589 -0.728
H 0.851 -2.680 1.236 -0.063 -0.096 0.167
H 1.307 -1.145 3.145 -0.022 -0.042 0.088
H 2.121 1.144 2.684 0.011 0.076 0.077
H 2.453 1.890 0.353 0.032 0.110 -0.043
H -0.856 -4.585 -0.262 -0.090 -0.085 -0.069
H -1.169 -4.507 -2.010 -0.070 -0.066 0.084
H -3.441 -4.443 -1.102 0.001 -0.037 0.040
H -2.923 -3.397 0.237 -0.020 -0.046 0.033
H -3.770 -1.750 -1.317 -0.010 0.025 -0.078
H -3.150 -2.653 -2.708 -0.002 0.032 -0.011
H -1.256 -1.266 -2.534 -0.182 0.029 0.165
H -0.431 2.880 -1.369 0.008 -0.023 -0.106
H 0.454 5.178 -1.087 0.020 0.051 -0.083
H 0.733 6.106 1.188 0.034 0.086 0.023
H 0.138 4.742 3.156 0.005 0.023 0.104

---

70
Properties=species:S:1:pos:R:3:forces:R:3 method="wB97M-V/def2-TZVPD" spin_multiplicity=6 s2=8.7608 total_charge=-1 relative_energy_kj_mol=115.3 homo_ev="-5.01 / -4.98"
Fe 0.797 -1.331 0.167 -0.387 -0.161 0.255
C -3.168 -2.544 2.517 -0.062 -0.005 0.000
C -2.734 -1.132 2.179 0.608 0.189 -0.209
O -3.661 -0.182 2.680 -0.039 0.037 0.017
P -1.074 -0.833 2.901 -0.113 -0.385 0.541
O -0.876 0.704 2.956 0.750 1.139 -0.529
O -1.222 -1.265 4.441 0.117 -0.014 -0.190
O 0.024 -1.636 2.287 -0.062 0.104 -0.649
P -2.511 -0.844 0.357 -0.641 0.055 -0.286
O -3.863 -1.521 -0.250 0.237 0.096 -0.025
O -2.566 0.626 0.145 -0.109 0.076 0.155
O -1.342 -1.658 -0.126 0.907 0.122 0.032
H -3.257 -2.652 3.598 0.010 -0.058 -0.008
H -2.426 -3.248 2.135 -0.033 -0.059 0.049
H -4.131 -2.759 2.055 0.027 0.051 -0.049
H -3.510 0.629 2.165 -0.014 -0.073 0.010
H -0.159 1.214 2.444 -0.553 -0.640 0.218
H -0.369 -1.621 4.736 -0.144 0.055 0.035
H -4.395 -0.810 -0.630 0.060 -0.083 0.087
Cl 3.333 -1.619 -0.725 0.412 -0.183 -0.397
C 4.469 -0.684 0.188 0.043 0.299 0.283
C 5.771 -0.563 -0.255 -0.052 -0.106 -0.154
C 6.659 0.222 0.460 0.079 0.043 0.007
C 6.228 0.891 1.596 -0.031 -0.016 0.016
C 4.926 0.738 2.036 -0.021 -0.253 -0.356
Cl 4.422 1.582 3.454 0.021 0.127 0.229
C 4.000 -0.084 1.364 -0.056 0.089 -0.058
S 2.413 -0.382 1.983 -0.434 -0.534 -0.382
H 6.080 -1.083 -1.153 -0.003 0.041 -0.005
H 7.684 0.321 0.127 -0.009 0.025 -0.008
H 6.898 1.538 2.146 0.000 -0.018 0.020
C -4.426 5.694 -0.856 0.087 0.000 0.055
C -3.163 4.902 -0.655 0.017 0.020 -0.044
C -2.151 4.917 -1.607 -0.021 -0.006 0.044
C -0.991 4.179 -1.423 0.021 0.093 -0.041
C -0.846 3.384 -0.299 0.110 -0.271 -0.123
C -1.825 3.396 0.683 -0.076 -0.079 -0.003
C -2.968 4.153 0.502 0.011 0.027 0.044
S 0.665 2.448 -0.041 0.637 0.065 0.680
O 0.799 2.371 1.407 -0.492 -0.346 -0.086
O 1.688 3.200 -0.726 -0.143 -0.006 -0.249
N 0.605 0.932 -0.580 -0.368 -0.163 0.502
C 0.547 0.644 -1.902 0.069 0.219 -0.527
C 0.366 1.557 -2.965 0.084 -0.064 0.054
C 0.286 1.093 -4.253 0.004 -0.022 0.098
C 0.399 -0.274 -4.500 0.043 0.007 -0.032
C 0.619 -1.096 -3.417 0.077 -0.301 -0.092
N 0.703 -0.667 -2.161 -0.217 0.057 0.595
H -4.434 6.168 -1.837 -0.046 0.007 0.001
H -4.515 6.477 -0.099 -0.033 0.004 -0.011
H -5.304 5.052 -0.772 -0.016 0.015 -0.017
H -2.262 5.525 -2.498 0.007 0.005 -0.001
H -0.185 4.262 -2.137 -0.021 0.034 0.034
H -1.690 2.825 1.586 0.004 -0.101 0.022
H -3.723 4.166 1.281 -0.017 -0.037 -0.031
H 0.332 2.606 -2.746 -0.012 -0.028 -0.120
H 0.143 1.789 -5.071 0.000 0.015 0.010
H 0.347 -0.677 -5.501 -0.008 -0.049 0.025
H 0.754 -2.161 -3.564 -0.011 0.123 -0.059
Br 0.232 -8.116 -0.432 0.018 0.155 0.005
C 0.538 -6.225 -0.377 -0.038 -0.254 -0.019
C 0.833 -5.626 0.833 0.051 0.035 -0.018
C 1.057 -4.253 0.858 0.099 -0.132 0.049
C 0.974 -3.492 -0.302 -0.314 1.091 0.574
C 0.677 -4.125 -1.498 0.057 0.050 -0.079
C 0.461 -5.499 -1.551 0.078 0.033 0.007
H 0.886 -6.214 1.739 0.010 -0.019 -0.004
H 1.294 -3.782 1.806 -0.057 0.000 -0.021
H 0.604 -3.558 -2.417 -0.089 -0.121 0.126
H 0.234 -5.989 -2.487 -0.016 -0.017 0.002

---

55
Properties=species:S:1:pos:R:3:forces:R:3 method="wB97M-V/def2-TZVPD" relative_energy_kj_mol=192.9 homo_ev=-8.62
Ru 0.039 -0.507 -0.172 0.837 -0.411 -0.186
Br -3.002 1.316 1.557 0.018 -0.071 -0.027
C -2.772 2.500 0.066 0.004 0.085 -0.075
Br -2.167 1.667 -1.569 -0.080 -0.061 -0.053
H -2.032 3.242 0.333 0.002 -0.016 0.031
H -3.736 2.937 -0.153 0.029 0.057 0.009
O 3.595 -1.394 -2.474 -0.038 -0.065 0.030
S 2.242 -0.929 -2.752 0.332 0.074 0.194
N 1.308 -0.583 -1.677 -0.769 0.261 -0.262
Br -1.722 -7.454 -2.309 0.002 -0.004 -0.001
C -2.496 -5.892 -1.574 -0.006 0.000 0.000
C -3.855 -5.870 -1.302 0.007 0.004 0.001
C -4.426 -4.724 -0.764 0.000 -0.004 -0.001
C -3.645 -3.611 -0.503 0.000 0.011 -0.019
C -2.284 -3.654 -0.781 -0.003 -0.012 0.013
C -1.696 -4.794 -1.318 0.003 -0.007 0.019
C -1.446 -2.471 -0.499 -0.012 0.017 0.048
O -0.184 -2.514 -0.647 -0.017 0.104 -0.144
O -1.942 -1.375 -0.107 -0.046 0.036 0.182
H -4.460 -6.742 -1.509 -0.001 -0.002 -0.001
H -5.487 -4.707 -0.551 -0.003 0.001 0.000
H -4.071 -2.708 -0.089 0.000 -0.001 0.001
H -0.636 -4.809 -1.526 0.001 -0.001 -0.002
C 3.963 -3.657 7.316 -0.003 0.007 0.005
C 3.046 -2.524 6.852 0.003 -0.003 0.000
C 1.718 -2.640 7.613 0.005 -0.011 -0.001
C 3.717 -1.189 7.203 0.002 -0.007 -0.003
C 2.776 -2.575 5.348 0.000 0.010 -0.012
C 3.337 -3.545 4.519 -0.014 0.011 -0.011
C 3.095 -3.595 3.143 0.006 0.001 0.026
C 2.268 -2.632 2.628 0.005 -0.005 -0.018
O 1.861 -2.441 1.324 0.009 0.025 -0.038
B 1.032 -1.330 1.359 -0.232 0.018 0.274
O 0.926 -0.825 2.660 0.044 -0.031 -0.026
C 1.704 -1.659 3.435 0.019 -0.011 0.027
C 1.935 -1.603 4.785 0.009 -0.005 0.004
H 4.114 -3.578 8.394 0.003 -0.001 0.001
H 4.943 -3.605 6.838 0.002 0.000 -0.003
H 3.529 -4.637 7.112 -0.003 -0.002 0.002
H 1.898 -2.615 8.690 0.000 0.002 0.003
H 1.215 -3.578 7.371 -0.002 -0.003 0.003
H 1.040 -1.822 7.369 -0.004 0.002 -0.004
H 3.923 -1.141 8.275 -0.002 0.000 0.004
H 3.082 -0.340 6.946 -0.002 0.004 -0.003
H 4.661 -1.079 6.667 0.004 0.001 0.002
H 3.986 -4.297 4.942 0.003 -0.003 0.000
H 3.537 -4.357 2.516 0.000 -0.003 -0.002
H 1.475 -0.827 5.383 -0.002 0.002 0.003
C 3.571 0.429 0.293 -0.016 -0.029 0.015
O 2.446 1.297 0.608 0.028 -0.002 -0.094
C 1.251 0.871 0.425 -0.121 -0.049 0.163
O 0.218 1.502 0.614 -0.015 0.069 -0.072
H 4.386 0.801 0.904 0.006 -0.009 -0.006
H 3.799 0.508 -0.764 0.014 0.027 0.021
H 3.338 -0.604 0.537 -0.004 -0.002 -0.021

---

18
Properties=species:S:1:pos:R:3:forces:R:3 method="wB97M-V/def2-TZVPD" relative_energy_kj_mol=401.3 homo_ev="-7.63 / -7.28"
C 1.881 0.453 1.319 -0.250 -0.334 -0.018
C 0.880 1.181 0.487 0.237 0.768 0.550
C -0.837 -0.515 -0.099 -0.526 -0.125 0.000
C -2.231 -0.796 0.459 0.371 0.295 0.065
N -0.859 -0.262 -1.468 0.001 -0.134 -0.188
C 0.306 -0.116 -2.122 0.543 0.084 0.113
O 1.342 -0.398 -1.546 0.283 0.148 -0.954
H 1.345 -0.175 2.028 0.210 -0.193 0.210
H 2.470 -0.184 0.655 0.180 0.003 0.263
H 2.557 1.119 1.893 -0.309 -0.195 -0.341
H -0.003 1.517 0.980 -0.297 0.520 0.494
H 1.363 1.966 -0.128 -0.752 -0.773 -0.353
H -0.037 -1.150 0.257 -0.043 -0.055 -0.330
H -2.218 -0.805 1.549 -0.005 0.044 -0.024
H -2.958 -0.041 0.134 0.141 -0.067 0.087
H -2.629 -1.783 0.136 0.402 0.420 0.027
H -1.662 0.142 -1.911 -0.416 -0.024 0.162
H 0.212 0.368 -3.118 0.230 -0.380 0.236